84
Properties=species:S:1:pos:R:3:forces:R:3:lowdin_charge:R:1 method="wB97M-V/def2-TZVPD" total_charge=+1 e_homo_ev=-12.2
C 2.0571 -1.2455 0.8539 -0.714 0.052 -0.555 -0.111
C 2.7203 -1.2402 -0.5844 0.328 0.694 0.560 -0.235
C 3.1591 0.2063 -1.0649 -0.204 -0.455 -0.914 -0.212
C 2.1865 0.7589 -2.1883 0.463 -0.384 0.340 -0.202
C 0.7014 0.8272 -1.6573 -0.148 0.481 -0.199 -0.202
C 0.2676 2.3245 -1.4068 0.547 -0.358 0.490 -0.197
C -0.5536 2.5362 -0.0804 -0.012 -0.420 -0.780 -0.200
C -1.7965 1.5914 0.0420 -0.511 0.964 0.131 -0.206
C -3.0437 2.0466 -0.8384 0.451 -0.382 0.626 -0.182
C -4.3240 1.9083 0.0711 -0.338 -0.091 -1.133 -0.183
C -5.5885 1.4725 -0.7664 -0.570 -0.164 0.541 -0.147
C -5.7450 -0.0544 -0.9179 -0.114 -1.988 -0.609 -0.109
C -5.8132 -1.0083 0.1704 0.009 0.178 -0.856 0.069
C -6.0003 -2.4350 -0.0541 0.105 1.862 -0.492 -0.051
N -6.1018 -2.9056 -1.2997 0.108 -0.079 1.617 0.105
N -6.0048 -2.0317 -2.2538 0.043 1.412 -2.282 0.025
C -5.8506 -0.6916 -2.2425 0.196 0.731 3.128 0.080
H 1.7481 -0.2099 1.1608 0.450 -0.883 -0.187 0.063
H 2.7059 -1.6860 1.6443 -0.433 0.378 -0.628 0.073
H 1.1015 -1.8314 0.8032 0.832 0.329 0.270 0.045
H 3.6370 -1.8794 -0.5397 -0.883 0.350 -0.228 0.101
H 2.0128 -1.6403 -1.3566 0.670 0.112 0.753 0.102
H 3.1764 0.9527 -0.2327 0.060 -0.695 -0.478 0.088
H 4.1952 0.1177 -1.4908 -0.883 0.362 0.405 0.109
H 2.5899 1.7625 -2.4890 -0.681 -0.686 0.234 0.099
H 2.2496 0.1337 -3.1209 -0.005 0.338 0.974 0.110
H -0.0046 0.3415 -2.3870 0.641 0.465 0.589 0.110
H 0.5681 0.2538 -0.7013 0.401 0.441 -0.837 0.080
H -0.2443 2.7007 -2.3251 0.166 -0.086 0.823 0.113
H 1.2093 2.9221 -1.2883 -0.832 -0.366 -0.199 0.088
H -0.8693 3.6149 -0.0762 0.111 -0.980 0.336 0.115
H 0.1057 2.3465 0.8096 -0.431 0.252 -0.875 0.114
H -1.5695 0.5186 -0.1652 0.042 0.846 0.101 0.084
H -2.1405 1.6419 1.1121 0.388 -0.099 -0.898 0.106
H -2.9247 3.1099 -1.1790 -0.132 -0.891 0.436 0.118
H -3.1200 1.4473 -1.7887 -0.004 0.327 0.943 0.108
H -4.5357 2.9057 0.5289 0.126 -0.947 -0.171 0.127
H -4.1956 1.1422 0.8804 0.114 0.803 -0.636 0.101
H -5.6131 1.9372 -1.7803 0.110 -0.290 0.768 0.123
H -6.4930 1.8451 -0.2105 0.626 -0.454 -0.602 0.136
H -5.7189 -0.6531 1.2201 -0.118 -0.267 -0.922 0.137
H -6.0797 -3.1657 0.7811 0.109 0.645 -0.863 0.140
H -6.0755 -2.4328 -3.1981 0.001 -0.163 0.591 0.191
H -5.8069 -0.1037 -3.1855 -0.069 -0.887 0.704 0.162
C 3.7480 4.1742 0.0035 0.029 0.117 -0.142 -0.112
C 5.0351 3.6437 -0.6187 -0.108 -0.142 0.055 -0.263
C 5.8526 2.7712 0.3335 0.121 -0.011 -0.052 -0.229
C 6.3599 3.4780 1.5928 -0.110 0.059 0.049 -0.228
C 7.2265 4.7124 1.3434 0.082 -0.104 0.064 -0.271
C 8.5179 4.4023 0.5953 -0.021 0.154 -0.042 -0.112
H 3.9500 4.8262 0.8553 -0.041 -0.040 0.005 0.069
H 3.1854 4.7558 -0.7309 -0.037 -0.004 0.071 0.070
H 3.1104 3.3519 0.3412 0.020 0.022 0.060 0.056
H 5.6368 4.4796 -0.9852 0.021 -0.026 0.013 0.102
H 4.7743 3.0453 -1.4981 0.061 0.026 -0.004 0.094
H 6.7015 2.3525 -0.2158 -0.015 0.004 0.028 0.104
H 5.2436 1.9140 0.6411 0.001 0.019 -0.020 0.095
H 6.9327 2.7568 2.1857 -0.003 0.032 -0.018 0.111
H 5.5079 3.7673 2.2164 0.007 -0.028 -0.014 0.101
H 7.4832 5.1546 2.3106 -0.063 0.017 -0.035 0.105
H 6.6603 5.4741 0.7990 -0.022 -0.024 0.022 0.098
H 9.1192 3.6722 1.1421 -0.019 -0.012 -0.047 0.076
H 9.1142 5.3097 0.4798 0.031 -0.075 -0.024 0.071
H 8.3216 4.0082 -0.4040 0.037 -0.016 0.031 0.065
C -2.9681 -6.5433 2.8148 -0.056 0.099 0.128 -0.104
C -3.7616 -5.5557 1.9676 -0.039 -0.132 -0.079 -0.281
C -3.3290 -5.5305 0.5011 -0.025 0.094 -0.009 -0.228
C -1.8835 -5.0913 0.2538 0.026 -0.067 0.043 -0.218
C -1.5210 -3.7103 0.7986 -0.005 -0.057 -0.124 -0.255
C -2.3243 -2.5812 0.1628 0.078 0.122 0.139 -0.104
H -1.9093 -6.2818 2.8542 -0.018 -0.041 -0.005 0.069
H -3.3446 -6.5489 3.8395 0.063 -0.055 -0.029 0.074
H -3.0590 -7.5569 2.4182 0.043 0.037 -0.002 0.081
H -3.6895 -4.5552 2.4063 0.025 0.028 -0.018 0.094
H -4.8200 -5.8338 2.0105 0.016 0.039 -0.003 0.102
H -4.0092 -4.8743 -0.0550 0.015 -0.018 -0.058 0.078
H -3.4630 -6.5297 0.0745 -0.023 0.037 0.024 0.114
H -1.6983 -5.1070 -0.8258 0.017 0.009 0.032 0.112
H -1.1998 -5.8284 0.6840 -0.042 0.012 -0.018 0.107
H -0.4598 -3.5305 0.6062 -0.037 -0.022 0.051 0.092
H -1.6446 -3.6825 1.8849 0.011 -0.015 -0.023 0.107
H -2.1833 -2.5645 -0.9215 -0.042 -0.011 -0.008 0.082
H -1.9981 -1.6163 0.5593 -0.056 0.000 -0.049 0.057
H -3.3934 -2.6794 0.3714 0.064 -0.033 -0.008 0.032



75
Properties=species:S:1:pos:R:3:forces:R:3:lowdin_charge:R:1 method="wB97M-V/def2-TZVPD" total_charge=+3 e_homo_ev=-15.8
In -0.6034 -0.0363 0.9869 0.016 0.030 0.079 0.677
S -0.7612 -0.3552 3.4262 0.087 0.045 0.010 0.679
C -1.9975 -1.4275 2.8387 0.065 -0.002 0.098 -1.099
N -2.1305 -1.5683 1.5319 -0.162 0.193 0.159 -0.158
C -3.1387 -2.4649 1.1972 -0.065 -0.012 0.023 -0.334
C -3.5411 -2.8213 -0.0865 0.009 -0.015 0.030 -0.028
C -4.5701 -3.7323 -0.2121 -0.026 -0.025 0.020 -0.046
C -5.1937 -4.2785 0.9151 0.014 0.016 -0.017 -0.038
C -4.8064 -3.9225 2.1917 0.050 0.043 -0.079 -0.044
C -3.7691 -3.0052 2.3213 -0.070 -0.079 -0.018 -0.430
S -3.0732 -2.3585 3.7856 0.036 0.013 -0.069 1.160
H -3.0719 -2.3800 -0.9575 -0.004 0.026 -0.035 0.114
H -4.9076 -4.0248 -1.1947 -0.028 -0.025 -0.066 0.119
H -5.9970 -4.9876 0.7853 -0.050 -0.044 -0.013 0.125
H -5.2943 -4.3420 3.0566 -0.060 -0.051 0.101 0.127
N 2.5993 -2.1536 -3.1867 0.157 -0.171 -0.155 0.238
C 2.1099 -2.0679 -1.7519 -0.111 0.022 0.004 -0.291
C 3.2255 -1.4779 -0.9067 0.042 -0.132 -0.033 -0.083
C 2.9172 -1.4939 0.5890 0.169 0.058 0.041 -0.321
N 1.9573 -0.4211 0.9428 -0.084 0.218 0.353 0.016
C 2.4175 -2.8566 1.0580 0.201 -0.021 -0.094 -0.083
C 1.2953 -3.4140 0.1982 0.128 -0.184 -0.151 -0.331
N 0.0815 -2.6029 0.4027 -0.264 0.003 -0.150 0.049
C 1.6989 -3.4502 -1.2796 -0.016 0.076 0.107 -0.083
H 2.8728 -1.2292 -3.5468 -0.099 -0.117 0.101 0.148
H 1.8816 -2.5410 -3.8125 0.158 0.075 0.116 0.184
H 3.4236 -2.7677 -3.2531 -0.172 0.107 0.014 0.187
H 1.2433 -1.4019 -1.7817 0.269 -0.226 0.009 0.109
H 3.4682 -0.4650 -1.2404 -0.007 0.055 0.019 0.131
H 4.1288 -2.0824 -1.0340 0.032 -0.020 -0.100 0.147
H 3.8696 -1.2784 1.0885 -0.126 -0.087 0.019 0.161
H 2.3542 0.4634 0.6337 0.079 -0.010 0.048 0.040
H 1.9603 -0.3613 1.9635 0.035 0.042 -0.040 0.082
H 2.1005 -2.8061 2.1024 0.001 0.040 0.023 0.137
H 3.2536 -3.5591 1.0338 0.013 0.017 0.022 0.145
H 1.1092 -4.4515 0.5036 -0.006 0.134 -0.036 0.164
H -0.1755 -2.7251 1.3793 -0.050 0.002 -0.010 0.073
H -0.7004 -3.0142 -0.1078 0.036 -0.012 0.052 0.089
H 0.8816 -3.8423 -1.8877 -0.079 -0.033 -0.022 0.136
H 2.5373 -4.1428 -1.3813 0.053 -0.060 -0.001 0.144
N -1.1249 3.0036 -0.2589 0.187 0.166 -0.203 -0.091
P 0.2997 2.2075 0.0738 -0.212 -0.082 -0.098 0.962
C 1.2335 3.2392 1.2014 0.080 -0.058 -0.054 -0.353
C 0.5661 4.1821 1.9835 0.009 -0.078 0.078 -0.062
C 1.2842 4.9722 2.8695 -0.054 -0.061 -0.053 -0.030
C 2.6557 4.8189 2.9835 0.040 0.024 0.027 -0.022
C 3.3251 3.8755 2.2136 -0.062 -0.024 -0.018 -0.038
C 2.6200 3.0864 1.3239 -0.051 0.052 0.006 -0.107
C 1.2057 2.0492 -1.4728 0.039 0.019 0.028 -0.341
C 2.0663 3.0517 -1.9202 0.055 -0.054 0.002 -0.047
C 2.6301 2.9651 -3.1837 0.039 -0.003 -0.035 -0.022
C 2.3283 1.8910 -4.0089 -0.010 -0.020 0.041 -0.029
C 1.4630 0.8931 -3.5701 0.070 0.099 -0.044 -0.092
C 0.9128 0.9679 -2.3025 -0.207 0.077 0.060 -0.128
C -2.4191 2.5096 -0.0627 -0.086 0.027 0.043 -0.349
C -3.4991 3.3020 -0.4500 0.082 -0.124 0.082 0.019
C -4.7739 2.8453 -0.2048 0.059 -0.036 0.008 0.000
C -4.9398 1.6150 0.4258 0.026 -0.013 0.023 -0.014
C -3.8219 0.8937 0.7581 0.005 -0.032 0.024 -0.088
N -2.5584 1.3128 0.5125 -0.076 0.058 -0.155 0.026
H -1.0710 3.9074 -0.7205 -0.060 -0.147 0.118 0.141
H -0.5053 4.2985 1.9108 -0.072 0.031 -0.022 0.110
H 0.7698 5.7073 3.4686 -0.049 0.060 0.043 0.126
H 3.2106 5.4408 3.6710 0.024 0.024 0.034 0.128
H 4.3950 3.7692 2.3000 0.103 -0.015 0.000 0.123
H 3.1649 2.3899 0.6998 0.045 -0.048 -0.066 0.098
H 2.2969 3.8986 -1.2891 -0.005 0.057 0.034 0.120
H 3.2912 3.7458 -3.5316 0.024 0.025 -0.016 0.130
H 2.7498 1.8431 -5.0018 0.029 0.008 -0.095 0.126
H 1.1820 0.0938 -4.2442 -0.098 -0.010 -0.075 0.113
H 0.2041 0.2082 -1.9744 -0.017 0.169 -0.045 0.085
H -3.3261 4.2584 -0.9208 0.019 0.064 -0.029 0.129
H -5.6286 3.4393 -0.4931 -0.052 0.037 -0.010 0.134
H -5.9198 1.2258 0.6560 -0.019 -0.014 0.004 0.128
H -3.9223 -0.0604 1.2477 0.026 -0.063 0.004 0.102



9
Properties=species:S:1:pos:R:3:forces:R:3:lowdin_charge:R:1 method="wB97M-V/def2-TZVPD" smiles="S=C1NOCO1" e_homo_ev=-9.0
C -0.3867 -0.0782 0.0594 -0.437 -0.219 -0.910 -0.921
C 1.7168 -0.5964 0.1712 2.088 1.474 0.798 -0.204
H 0.0189 1.9211 -0.1096 -0.388 0.520 -0.239 0.142
H 1.9337 -0.5171 1.2962 -0.325 -0.765 -1.389 0.165
H 2.4543 -1.0825 -0.4579 0.334 -0.125 0.446 0.144
N 0.3477 1.0352 0.1948 1.082 -0.066 0.618 0.021
O 1.6467 0.7651 -0.2643 0.414 -0.240 -0.065 -0.054
O 0.4929 -1.1180 -0.1364 -2.181 0.071 0.585 0.000
S -1.9961 -0.0436 -0.0169 -0.588 -0.649 0.156 0.707



9
Properties=species:S:1:pos:R:3:forces:R:3:lowdin_charge:R:1 method="wB97M-V/def2-TZVPD" e_homo_ev=-9.0
C 1.0086 -1.3906 -1.1019 0.318 4.955 3.126 -0.082
O -0.2185 -1.0840 -0.2693 0.567 -0.792 -0.613 -0.659
O -1.1928 2.9321 0.3001 0.266 1.268 -0.775 -0.647
S -0.2465 0.0890 0.9101 0.193 -0.433 0.252 0.536
S -1.8255 1.7768 0.8615 0.501 -1.864 -0.176 0.207
I -1.4811 1.8963 3.2700 0.059 -0.140 0.137 0.449
H 1.4576 -0.3696 -1.2997 -0.140 -1.280 0.111 0.098
H 0.7514 -1.8010 -1.9729 -1.876 -1.433 -3.377 0.026
H 1.7467 -2.0490 -0.6979 0.113 -0.281 1.313 0.072



54
Properties=species:S:1:pos:R:3:forces:R:3:lowdin_charge:R:1 method="wB97M-V/def2-TZVPD" e_homo_ev=-7.3
C -3.3312 6.6128 -3.1548 0.050 -0.406 -0.099 -0.066
C -3.6965 5.1918 -3.5775 -0.237 0.330 0.104 -0.256
O -2.5711 4.4287 -3.9544 0.221 -0.133 -0.052 -0.059
C -1.7473 3.9140 -2.9931 0.162 -0.094 0.043 -0.273
C -0.6143 3.2510 -3.4716 -0.214 0.117 -0.038 -0.005
C 0.2851 2.6768 -2.6044 -0.192 0.028 0.114 -0.014
C 0.0714 2.7305 -1.2253 -0.450 0.102 -0.158 -0.312
C -1.0517 3.4005 -0.7494 0.339 -0.203 -0.099 -0.060
C -1.9516 3.9881 -1.6207 -0.344 0.162 -0.273 -0.023
H -2.8090 4.4952 -1.2063 -0.083 0.076 -0.023 0.104
H -1.2131 3.4799 0.3158 -0.010 0.080 0.082 0.090
N 1.0307 2.1898 -0.3949 0.742 0.168 0.068 0.102
C 0.8444 1.4850 0.6278 -1.192 0.083 0.002 -0.543
N 1.8770 1.0836 1.4142 0.418 -0.188 0.466 -0.109
C 3.1490 0.8573 0.7655 0.210 -0.281 -0.361 -0.120
C 3.2749 -0.5860 0.2551 0.012 0.123 0.076 -0.203
O 2.0941 -0.9031 -0.4402 0.112 0.361 0.052 -0.191
C 2.0654 -2.2151 -0.9321 0.011 -0.166 -0.011 -0.095
H 2.8704 -2.3862 -1.6575 -0.032 -0.021 0.000 0.090
H 2.1596 -2.9479 -0.1195 -0.007 0.009 -0.024 0.086
H 1.1005 -2.3407 -1.4187 0.019 -0.095 -0.028 0.096
H 4.1523 -0.6701 -0.4044 -0.044 0.005 0.093 0.129
H 3.4137 -1.2877 1.0942 0.016 0.019 -0.067 0.115
H 3.1937 1.5484 -0.0762 0.128 -0.052 0.143 0.117
H 3.9587 1.0736 1.4672 0.008 0.015 -0.086 0.127
C 1.5986 0.3346 2.6247 -0.195 0.007 0.113 -0.126
C 0.8210 -0.9083 2.3200 0.170 -0.382 0.220 -0.205
C 1.1737 -2.1813 2.6646 -0.162 0.298 -0.044 0.030
C 0.3381 -3.2584 2.2932 -0.348 0.201 -0.219 -0.150
C 0.6263 -4.5997 2.6038 -0.122 -0.266 -0.056 0.001
C -0.2149 -5.6127 2.2205 0.303 0.125 0.153 -0.277
C -1.3872 -5.2948 1.5040 -0.121 0.221 -0.094 -0.038
C -1.7015 -4.0046 1.1863 0.003 -0.236 0.029 -0.002
C -0.8473 -2.9512 1.5702 0.535 -0.412 0.430 -0.229
N -1.1770 -1.6900 1.2341 -0.260 0.635 -0.268 0.120
C -0.3757 -0.7283 1.5853 0.040 -0.244 0.115 -0.537
S -0.8218 0.9187 1.1491 0.243 0.307 -0.284 1.084
H -2.5967 -3.7558 0.6389 -0.104 0.035 -0.065 0.114
H -2.0438 -6.1001 1.2065 -0.092 -0.064 -0.048 0.113
C 0.0788 -7.0449 2.5445 -0.010 0.015 -0.004 -0.053
H -0.7236 -7.4664 3.1489 -0.013 -0.092 0.045 0.083
H 0.1482 -7.6328 1.6299 0.025 -0.095 -0.018 0.083
H 1.0132 -7.1396 3.0918 0.046 -0.058 0.031 0.074
H 1.5308 -4.8197 3.1555 0.079 -0.060 0.054 0.117
H 2.0765 -2.3749 3.2312 0.088 -0.006 0.025 0.128
H 0.9996 0.9754 3.2867 0.158 -0.140 -0.003 0.129
H 2.5444 0.1088 3.1200 -0.061 0.019 -0.026 0.133
H 1.1560 2.1604 -2.9774 0.114 -0.019 -0.017 0.111
H -0.4659 3.2021 -4.5391 0.016 -0.004 -0.124 0.116
H -4.3172 5.2231 -4.4781 0.023 -0.041 0.177 0.121
H -4.2641 4.6842 -2.7875 0.033 -0.008 -0.107 0.115
H -2.6856 6.6024 -2.2801 0.028 0.061 0.078 0.066
H -4.2343 7.1710 -2.9226 -0.089 0.089 0.043 0.075
H -2.8037 7.1124 -3.9636 0.029 0.070 -0.058 0.078



Number 1: gap between HOMO and LUMO 7.27 eV. Number 2: gap between HOMO and LUMO 7.19 eV. Number 3: gap between HOMO and LUMO 9.67 eV. Number 4: gap between HOMO and LUMO 7.95 eV. Number 5: gap between HOMO and LUMO 7.55 eV.